DFT (ωB97M-V with the def2-TZVPD basis set) results for 2 unconnected molecules or ions with the total composition C4H12N2O2 at a distorted geometry.

```
! wB97M-V def2-TZVPD RIJCOSX def2/J DEFGRID3
* xyz 0 1
C 2.36969 0.10885 -0.43165
C 1.16322 0.88601 -1.01450
C -0.11124 0.10509 -1.33474
O -0.36930 -0.33549 -2.45058
N -1.05999 0.07582 -0.31270
C -0.82057 0.27492 1.11174
N -1.51528 1.54223 1.30973
H 3.34379 0.34989 -1.07193
H 2.83368 0.48220 0.50799
H 2.33140 -0.95537 -0.52429
H 0.80850 1.80805 -0.40044
H 1.52309 1.29357 -1.99456
H -1.93370 -0.31212 -0.66531
H -1.26148 -0.54974 1.64210
H 0.23227 0.40394 1.35089
H -2.51141 1.66630 1.02799
H -1.27144 2.17809 2.06913
O -1.26993 -3.15283 0.67540
H -1.65414 -2.38329 0.56169
H -0.82717 -3.48612 -0.05597
*
```

Computed properties:
- Lowest unoccupied orbital energy: 0.73 eV
- Energy relative to the best compared isomer or geometry (same formula, charge and spin): 246.6 kJ/mol
- Molar mass: 120.152 g mol⁻¹
- Highest occupied orbital energy: -9.3 eV